[1]
Formula: C10H16
Source: OMol25
Level of theory: ωB97M-V with the def2-TZVPD basis set

Values from the calculation:
E_HOMO = -9.06 eV
gap between HOMO and LUMO = 10.1 eV
structure (SMILES) = CCc1ccccc1.CC

ORCA input file:
```
! wB97M-V def2-TZVPD RIJCOSX def2/J DEFGRID3
* xyz 0 1
H -1.01228 3.09959 1.37637
H 2.70719 -1.73621 0.35933
C -0.37777 0.49118 -2.02955
C -1.35039 0.59101 -1.03256
H -1.65424 0.61632 2.29805
C 2.57236 -2.80815 0.43478
H 3.45766 -3.37226 0.14856
C 1.33404 0.41633 -0.34036
C -0.98706 0.70441 0.29927
C 0.35365 0.53535 0.63640
H 2.34600 0.13046 -0.08021
H -0.66678 0.30504 -3.05699
H -2.36978 0.64095 -1.38797
C 1.14559 -3.14111 -0.05289
H 1.06315 -3.98226 -0.74936
H -2.37930 2.92217 2.47772
C 0.96626 0.45921 -1.68170
H -2.97062 0.75488 1.19226
H -2.72778 3.03959 0.78296
C -1.99416 2.65688 1.49516
H 0.66267 0.60420 1.67547
H 1.71735 0.53954 -2.45858
C -1.96356 1.12831 1.38005
H 2.53428 -2.90989 1.53057
H 0.84078 -2.30596 -0.67782
H 0.48768 -3.34375 0.77976
*
```



[2]
Formula: C15H29N4O9PPtS
Source: OMol25
Level of theory: ωB97M-V with the def2-TZVPD basis set

Values from the calculation:
E_HOMO (spin up / spin down) = -14.39 / -14.39 eV
gap between HOMO and LUMO (spin up / spin down) = 4.8 / 4.8 eV

ORCA input file:
```
! wB97M-V def2-TZVPD RIJCOSX def2/J DEFGRID3
* xyz 2 1
P 2.22379 1.95116 0.31636
C 6.00975 1.94935 -0.32042
O 1.99601 0.47288 0.73448
H 6.09633 1.20585 0.47119
H 5.08715 0.20898 -2.20542
O 1.75240 2.82025 1.48669
C 3.11181 4.90561 1.34807
H 2.17648 4.09805 3.75029
C 4.63511 1.88882 -0.96152
H -0.62536 -2.50319 0.14876
C 0.69076 4.91945 0.74502
C -2.05144 2.47026 -0.64180
C 0.94640 -4.19966 -1.55023
C 1.74828 4.30999 1.65184
C 0.83375 -5.27587 -0.54183
C -1.71539 2.17325 1.72476
H 1.50905 -2.95546 -4.29749
H -2.81036 2.15649 1.72445
H 4.78050 3.90633 -1.70587
Pt 0.36226 0.18343 -0.44013
O 3.69771 2.28980 0.12611
H 4.37437 -0.22849 -0.64143
H 1.09413 -6.21715 -1.01895
S 0.78961 -0.47874 -2.68250
H 0.80552 6.00222 0.73876
H 6.77372 1.75919 -1.07187
H 0.98149 -2.36672 0.61469
C 4.50810 2.91719 -2.07130
C 0.92661 -2.16411 -2.44212
O 1.33648 2.07545 -0.94529
N 1.28813 -4.34518 -2.78732
H 0.45589 4.01287 3.35806
C 4.34153 0.48760 -1.46349
O -3.63101 0.98990 -1.70060
O -1.42425 0.89873 3.64443
O -1.17653 2.28588 0.44108
H -1.50778 2.86892 -1.49492
H 3.89838 4.35283 1.86014
C 1.39436 4.51007 3.11376
H -1.38088 3.01879 2.33086
O -1.63277 0.00398 -0.99958
H -2.99273 2.96603 -0.42289
H 3.48013 2.94821 -2.43676
N 0.31114 -2.21344 -0.13966
H -0.18256 -5.35213 -0.15313
H 0.81122 4.55179 -0.27448
O -0.69345 -0.01008 1.73549
C -2.54491 0.94007 -1.22802
H -1.13305 0.07594 4.07543
N 1.27529 -3.08852 -3.32184
C -1.20952 0.90572 2.35520
H 3.31622 4.88856 0.27718
H -0.31523 4.68720 1.08737
H 5.16743 2.65848 -2.89734
H 1.51446 -5.10816 0.29402
H 6.17893 2.93461 0.11122
H 3.35788 0.45276 -1.93655
N 0.70934 -2.84391 -1.30963
H 3.12821 5.94007 1.68521
H 1.29234 5.57315 3.32186
*
```



| no. | largest force on an atom (Eh/bohr) |
| --- | --- |
| 1 | 0.0393 |
| 2 | 0.1097 |